Below is the ion C21H33BFNO5PS with charge -1 at a distorted geometry, with properties calculated with ωB97M-V/def2-TZVPD.

**HOMO level**: -4.5 eV
**Gap between HOMO and LUMO**: 0.251 Eh
**Total charge**: -1

Each line ends with the natural charge from an NBO analysis.
Atoms and positions in Å:
C (3.5507, -5.7983, -0.5081)  -0.75
C (2.8536, -5.2862, -1.7526)  0.73
O (2.3200, -6.0565, -2.4957)  -0.53
N (2.8659, -3.8729, -2.0526)  -0.50
C (4.2518, -3.4806, -2.3093)  -0.42
C (2.3039, -3.0703, -0.9494)  -0.22
C (0.9844, -3.5947, -0.4058)  -0.41
C (0.3122, -2.4667, 0.4023)  -0.39
C (-0.4830, -1.5334, -0.5276)  -0.43
C (-0.3094, -0.0555, -0.2192)  0.16
O (-1.1483, 0.7662, -0.9586)  -0.73
B (-1.0434, 2.1214, -0.3141)  0.61
C (-2.4201, 2.9282, -0.6474)  -0.68
C (-2.4314, 3.8095, -1.9101)  -0.38
C (-1.9499, 5.2595, -1.6699)  -0.44
C (-2.8257, 6.2908, -2.3715)  -0.05
O (-2.0906, 7.4199, -2.8504)  -0.74
P (0.6270, 3.0127, -0.9783)  0.56
S (1.2307, 4.6226, 0.0165)  -0.72
O (-0.8777, 1.7705, 1.1047)  -0.71
C (-0.3299, 0.4771, 1.2660)  0.17
C (1.1134, 0.4792, 1.8281)  -0.57
C (1.6459, 1.7059, 2.5138)  0.90
O (2.7977, 1.9330, 2.5739)  -0.56
F (0.7987, 2.4484, 3.1830)  -0.31
C (-1.3025, -0.1933, 2.2332)  0.09
C (-2.3785, -0.9745, 1.8132)  -0.24
C (-3.2765, -1.5255, 2.7285)  -0.20
C (-3.1323, -1.3014, 4.0956)  -0.24
C (-2.0719, -0.5057, 4.5274)  -0.21
C (-1.1707, 0.0313, 3.6088)  -0.23
H (3.8310, -6.8242, -0.7045)  0.24
H (4.4202, -5.2175, -0.2316)  0.22
H (2.8368, -5.7993, 0.3089)  0.24
H (4.8723, -3.4756, -1.4073)  0.16
H (4.7044, -4.1667, -3.0202)  0.20
H (4.2838, -2.4898, -2.7507)  0.21
H (2.1215, -2.0756, -1.3497)  0.21
H (3.0355, -2.9591, -0.1371)  0.16
H (1.1420, -4.4696, 0.2162)  0.19
H (0.3716, -3.8677, -1.2602)  0.22
H (-0.3806, -2.9298, 1.0975)  0.22
H (1.1094, -1.9434, 0.9182)  0.20
H (-0.1181, -1.6761, -1.5428)  0.20
H (-1.5211, -1.8476, -0.5541)  0.20
H (0.7129, 0.1551, -0.5801)  0.13
H (-3.1395, 2.1308, -0.8116)  0.22
H (-2.7149, 3.5367, 0.2034)  0.21
H (-1.8693, 3.3442, -2.7158)  0.19
H (-3.4664, 3.8803, -2.2525)  0.18
H (-1.9918, 5.4430, -0.6035)  0.22
H (-0.9282, 5.3466, -2.0271)  0.20
H (-3.3707, 5.8480, -3.2039)  0.15
H (-3.5546, 6.6752, -1.6591)  0.16
H (-1.1670, 7.2762, -2.6323)  0.47
H (0.4784, 3.3730, -2.3366)  -0.04
H (1.6670, 2.0542, -1.0684)  -0.05
H (1.8265, 0.2787, 1.0402)  0.24
H (1.2227, -0.3300, 2.5463)  0.24
H (-2.5545, -1.1381, 0.7647)  0.21
H (-4.1048, -2.1233, 2.3766)  0.20
H (-3.8234, -1.7011, 4.8207)  0.20
H (-1.9732, -0.3083, 5.5837)  0.20
H (-0.3723, 0.6401, 3.9982)  0.21

Below is a structure of composition C21H33BaBr2NO5PS3, with properties calculated with ωB97M-V/def2-TZVPD.

**HOMO level (spin up / spin down)**: -3.0 / -3.0 eV
**Gap between HOMO and LUMO (spin up / spin down)**: 0.256 / 0.217 Eh
**2S+1**: 2
**⟨S²⟩**: 0.76
**Total charge**: -2
**ΔE to the lowest compared entry with this formula, charge and spin**: 0.0000 eV

Each line ends with the Löwdin spin population.
Atoms and positions in Å:
Ba (-0.9103, 0.3021, -2.0584)  0.02
C (1.4939, 2.3114, -2.7486)  0.10
C (2.0229, 1.7499, -1.6224)  0.11
C (1.2798, 2.2779, -0.4647)  0.28
C (0.2935, 3.1581, -0.9283)  0.02
C (0.4012, 3.1973, -2.3249)  0.29
C (-0.4395, 3.9916, -3.2588)  0.05
C (-0.6432, 3.9975, -0.1111)  -0.01
C (1.5865, 1.9009, 0.9379)  0.05
C (3.2001, 0.8347, -1.5165)  0.01
C (1.9381, 2.1689, -4.1671)  0.01
H (-0.8580, 3.3511, -4.0410)  0.01
H (0.1607, 4.7624, -3.7570)  0.02
H (-1.2731, 4.4587, -2.7387)  0.00
H (-0.4534, 3.8740, 0.9522)  0.00
H (-1.6845, 3.7328, -0.3081)  0.00
H (-0.5149, 5.0562, -0.3539)  0.00
H (1.3761, 0.8379, 1.1027)  0.02
H (1.0113, 2.4637, 1.6712)  0.00
H (2.6494, 2.0421, 1.1542)  0.01
H (3.0884, 0.1417, -0.6838)  0.00
H (4.1226, 1.4007, -1.3471)  0.00
H (3.3225, 0.2443, -2.4247)  0.00
H (1.0960, 1.9421, -4.8232)  0.00
H (2.6612, 1.3634, -4.2776)  0.00
H (2.3976, 3.0976, -4.5239)  0.00
C (0.0966, -6.8778, -1.3468)  0.00
C (-0.7064, -5.6810, -0.8880)  0.00
O (0.1731, -4.5567, -0.8587)  0.00
P (-0.4092, -3.1129, -0.4057)  0.00
S (1.1010, -1.8562, -0.5110)  0.00
S (-2.1171, -2.7178, -1.3323)  0.00
O (-0.8291, -3.3899, 1.1375)  0.00
C (0.1885, -3.6846, 2.1023)  0.00
C (-0.4863, -3.8777, 3.4411)  0.00
H (-0.5400, -7.7642, -1.3866)  0.00
H (0.9234, -7.0716, -0.6624)  0.00
H (0.5085, -6.6967, -2.3396)  0.00
H (-1.1243, -5.8434, 0.1108)  0.00
H (-1.5341, -5.4684, -1.5681)  0.00
H (0.9015, -2.8571, 2.1309)  0.00
H (0.7318, -4.5830, 1.7918)  0.00
H (-1.0134, -2.9697, 3.7347)  0.00
H (0.2597, -4.1034, 4.2051)  0.00
H (-1.2042, -4.6981, 3.3967)  0.00
Br (-3.5518, 2.1922, -1.8861)  0.00
C (-1.0517, 0.1387, -4.8796)  0.00
Br (0.5440, -1.1410, -4.6706)  0.00
H (-0.6918, 0.7845, -5.6902)  0.00
H (-1.7688, -0.5435, -5.3497)  0.00
N (-2.2454, 0.1971, 0.6441)  0.00
C (-1.6933, 0.6684, 1.8503)  0.00
C (-1.9684, 1.9552, 2.3069)  0.00
C (-1.3263, 2.4506, 3.4330)  0.00
C (-0.4126, 1.6720, 4.1288)  0.00
C (-0.1705, 0.3739, 3.7007)  0.00
C (-0.8026, -0.1248, 2.5711)  0.00
S (0.5133, 2.3711, 5.4960)  0.00
O (1.6216, 3.0618, 4.8419)  0.00
O (0.9225, 1.2239, 6.2984)  0.00
O (-0.4207, 3.2692, 6.1645)  0.00
H (-3.0408, 0.7328, 0.3118)  0.00
H (-2.4371, -0.7977, 0.6241)  0.00
H (-2.6749, 2.5703, 1.7601)  0.00
H (-1.5337, 3.4532, 3.7863)  0.00
H (0.5285, -0.2347, 4.2610)  0.00
H (-0.5849, -1.1222, 2.2071)  0.00

One value per record, in order, for energy: -2115.34575, -7960.71315 a.u..